Below is one molecule with the formula C4H9NO2, with properties calculated with the ωB97M-V functional and the def2-TZVPD basis.

XYZ file:
```
16
Properties=species:S:1:pos:R:3
C 0.441 1.985 0.032
N -1.003 1.858 0.091
C -1.635 0.784 0.258
O -1.184 -0.506 0.366
C -0.350 -1.014 -0.673
C 0.786 -1.781 -0.028
O 1.444 -1.002 0.945
H 1.024 1.077 0.230
H 0.732 2.393 -0.943
H 0.729 2.747 0.762
H -2.715 0.810 0.391
H -0.939 -1.690 -1.303
H 0.020 -0.194 -1.293
H 0.390 -2.707 0.413
H 1.513 -2.049 -0.801
H 0.749 -0.709 1.555
```

Properties
**Energy above the lowest of the compared OMol25 structures with the same formula, charge and spin**: 54.48 kcal/mol
**Structure (SMILES)**: C/N=C\OCCO
**Total charge**: 0
**Highest occupied orbital energy**: -9.68 eV
**Total energy**: -9877.6981 eV
**Gap between HOMO and LUMO**: 10.58 eV
**Maximum force**: 0.46 eV Å⁻¹

Below is one molecule with the formula C7H12S at a distorted geometry, with properties calculated with the ωB97M-V functional and the def2-TZVPD basis.

XYZ file:
```
20
Properties=species:S:1:pos:R:3
C -0.313 -0.558 -0.364
C -0.921 0.981 -0.825
C 0.258 -0.079 0.963
C 0.233 -1.631 -1.231
C -1.640 1.696 -1.912
C 1.858 -0.099 0.810
C -0.204 -0.431 2.345
S -0.366 1.725 0.648
H 1.300 -1.504 -1.382
H -0.193 -1.484 -2.216
H 0.200 -2.598 -0.729
H -1.442 1.494 -3.000
H -1.393 2.744 -1.735
H -2.743 1.628 -1.841
H 2.195 0.212 1.765
H 2.139 0.598 0.049
H 2.254 -1.028 0.632
H -0.099 -1.457 2.521
H -1.214 -0.387 2.376
H 0.090 0.178 3.127
```

Properties
**Energy above the lowest of the compared OMol25 structures with the same formula, charge and spin**: 102.56 kcal/mol
**Structure (SMILES)**: CC1=C(C)C(C)(C)S1
**Total charge**: 0
**Highest occupied orbital energy (alpha / beta)**: -6.83 / -7.05 eV
**Total energy**: -18284.7848 eV
**Gap between HOMO and LUMO (alpha / beta)**: 7.53 / 7.81 eV
**Maximum force**: 7.57 eV Å⁻¹

Below is one molecule with the formula C3H4S3 at a distorted geometry, with properties calculated with the ωB97M-V functional and the def2-TZVPD basis.

XYZ file:
```
10
Properties=species:S:1:pos:R:3
C -1.180 -0.954 0.150
C 0.315 -0.929 -0.009
C 0.749 1.773 -0.234
H -1.677 0.049 0.327
H 0.842 -0.791 0.952
H 0.701 -1.833 -0.405
H 0.888 2.648 -0.921
S -2.024 -2.285 -0.041
S 0.672 0.362 -1.209
S 0.713 1.961 1.390
```

Properties
**Energy above the lowest of the compared OMol25 structures with the same formula, charge and spin**: 29.91 kcal/mol
**Structure (SMILES)**: S=CCSC=S
**Total charge**: 0
**Highest occupied orbital energy**: -8.95 eV
**Total energy**: -35680.1788 eV
**Gap between HOMO and LUMO**: 8.30 eV
**Maximum force**: 1.33 eV Å⁻¹

Below is a 2-piece molecular cluster, C5H6N2O overall at a distorted geometry, with properties calculated with the ωB97M-V functional and the def2-TZVPD basis.

XYZ file:
```
14
Properties=species:S:1:pos:R:3
C 1.625 -1.860 0.692
C -0.677 -1.683 -0.670
C 0.572 -1.332 -0.060
C -0.083 1.774 -0.106
C -0.893 0.670 0.595
N 2.559 -2.346 1.182
N -0.616 -0.606 0.121
O -1.401 -2.159 -1.458
H 1.339 -0.386 -1.518
H -0.368 1.871 -1.131
H -0.321 2.929 0.393
H 0.953 1.527 0.006
H -0.800 0.721 1.656
H -1.889 0.880 0.299
```

Properties
**Spin multiplicity**: 3
**Energy above the lowest of the compared OMol25 structures with the same formula, charge and spin**: 74.55 kcal/mol
**Total charge**: 0
**Highest occupied orbital energy (alpha / beta)**: -7.69 / -10.82 eV
**<S²>**: 2.0160
**Total energy**: -10301.9123 eV
**Gap between HOMO and LUMO (alpha / beta)**: 8.22 / 8.27 eV
**Maximum force**: 3.82 eV Å⁻¹

Below is CH5O2Zn as an isolated structure at a distorted geometry, with properties calculated with the ωB97M-V functional and the def2-TZVPD basis.

XYZ file:
```
9
Properties=species:S:1:pos:R:3
O -0.298 1.254 -0.005
Zn -0.743 2.828 0.602
H 0.682 0.885 -0.545
C -0.477 -0.752 0.116
H -0.208 -0.835 1.183
H -1.535 -0.687 -0.181
H -0.385 -1.802 -0.211
O 1.145 -0.336 -0.803
H 1.820 -0.556 -0.157
```

Properties
**Spin multiplicity**: 2
**Energy above the lowest of the compared OMol25 structures with the same formula, charge and spin**: 33.68 kcal/mol
**Total charge**: 0
**Highest occupied orbital energy (alpha / beta)**: -7.67 / -9.30 eV
**<S²>**: 0.7538
**Total energy**: -53625.1863 eV
**Gap between HOMO and LUMO (alpha / beta)**: 7.87 / 8.22 eV
**Maximum force**: 3.64 eV Å⁻¹

Below is a 2-piece molecular cluster, C5H11IN overall at a distorted geometry, with properties calculated with the ωB97M-V functional and the def2-TZVPD basis.

XYZ file:
```
18
Properties=species:S:1:pos:R:3
C 0.163 -2.081 -0.380
C 1.072 -0.980 -0.558
C -0.184 -0.648 0.397
C 0.163 2.416 -0.380
C -1.143 -0.100 -0.402
N -0.108 -0.668 1.806
I -2.966 0.332 0.420
H -0.295 -2.306 -1.317
H 0.087 -2.878 0.385
H 1.954 -0.930 0.070
H 1.107 -0.597 -1.591
H 0.767 3.308 -0.608
H -0.524 2.203 -1.123
H 0.887 1.523 -0.363
H -0.850 0.229 -1.392
H -0.362 2.509 0.533
H 0.250 -1.493 2.233
H -0.016 0.160 2.270
```

Properties
**Energy above the lowest of the compared OMol25 structures with the same formula, charge and spin**: 76.83 kcal/mol
**Total charge**: +1
**Highest occupied orbital energy**: -13.70 eV
**Total energy**: -14943.9498 eV
**Gap between HOMO and LUMO**: 8.13 eV
**Maximum force**: 4.13 eV Å⁻¹

Below is C24H24MoNO4S3Sb as an isolated structure, with properties calculated with the ωB97M-V functional and the def2-TZVPD basis.

XYZ file:
```
58
Properties=species:S:1:pos:R:3
Mo 1.054 0.217 1.020
S 2.350 0.642 2.841
Sb 4.506 -0.451 2.472
S 4.413 -0.507 0.080
S 2.604 0.307 -0.567
C -1.976 9.309 1.665
O -1.759 7.940 1.270
C -2.310 7.515 0.121
C -3.143 8.254 -0.714
C -3.617 7.677 -1.879
C -3.267 6.378 -2.250
C -2.447 5.635 -1.430
C -1.996 6.198 -0.240
N -1.092 5.539 0.639
C -0.958 4.301 0.969
C -1.867 3.203 0.673
C -3.251 3.392 0.592
C -4.109 2.320 0.427
C -3.601 1.032 0.315
C -2.234 0.814 0.403
C -1.389 1.889 0.605
O -0.018 1.669 0.725
H -1.601 9.988 0.900
H -1.418 9.440 2.585
H -3.036 9.481 1.847
H -3.415 9.268 -0.463
H -4.262 8.258 -2.525
H -3.622 5.964 -3.183
H -2.138 4.639 -1.718
H -0.463 6.200 1.097
H -0.089 4.090 1.582
H -3.657 4.390 0.677
H -5.176 2.489 0.378
H -4.267 0.194 0.162
H -1.838 -0.192 0.305
C 6.400 -3.646 2.553
C 4.998 -3.445 2.076
C 4.587 -3.829 0.820
C 3.263 -3.659 0.385
C 2.882 -4.087 -0.995
C 2.318 -3.116 1.283
C 2.650 -2.821 2.603
C 1.648 -2.619 3.696
C 4.027 -2.866 2.954
C 0.937 -2.897 0.793
O 0.182 -3.553 0.200
O 0.513 -1.482 1.088
H 7.099 -3.760 1.728
H 6.443 -4.560 3.154
H 6.736 -2.835 3.203
H 5.299 -4.280 0.140
H 3.762 -4.306 -1.593
H 2.285 -3.332 -1.508
H 2.269 -4.990 -0.944
H 1.509 -3.589 4.183
H 0.672 -2.290 3.350
H 2.009 -1.935 4.463
H 4.278 -2.806 4.012
```

Properties
**Spin multiplicity**: 2
**Energy above the lowest of the compared OMol25 structures with the same formula, charge and spin**: 4.89 kcal/mol
**Total charge**: +3
**Highest occupied orbital energy (alpha / beta)**: -15.54 / -15.54 eV
**<S²>**: 0.7635
**Total energy**: -75831.7759 eV
**Gap between HOMO and LUMO (alpha / beta)**: 4.62 / 4.28 eV
**Maximum force**: 0.15 eV Å⁻¹

Below is one molecule with the formula C9H22BN at a distorted geometry, with properties calculated with the ωB97M-V functional and the def2-TZVPD basis.

XYZ file:
```
33
Properties=species:S:1:pos:R:3
B 0.227 0.054 -0.042
C -0.970 -0.935 -1.970
C 1.543 -0.774 -2.160
C 0.352 -2.427 -0.538
C -1.855 -0.898 1.175
C -0.272 0.695 2.433
C -1.548 1.562 0.550
C 2.010 2.309 0.543
C 0.330 -1.016 -1.241
C -0.833 0.306 1.032
N 1.535 1.147 -0.179
H -0.905 -1.374 -2.877
H -1.237 0.116 -2.353
H -1.920 -1.304 -1.405
H 1.429 -1.541 -2.873
H 2.603 -0.987 -1.749
H 1.665 0.139 -2.645
H 1.283 -2.990 -0.886
H 0.327 -2.388 0.609
H -0.501 -2.968 -0.823
H -2.917 -0.536 1.524
H -1.481 -1.527 2.009
H -2.063 -1.414 0.250
H -1.067 1.232 3.110
H 0.442 1.377 2.159
H 0.172 -0.266 2.942
H -0.844 2.214 0.115
H -2.355 1.341 -0.004
H -2.052 2.129 1.330
H 2.382 2.093 1.633
H 2.723 2.817 -0.055
H 1.391 3.142 0.743
H 2.404 0.671 -0.356
```

Properties
**Energy above the lowest of the compared OMol25 structures with the same formula, charge and spin**: 26.03 kcal/mol
**Structure (SMILES)**: CNB(C(C)(C)C)C(C)(C)C
**Total charge**: 0
**Highest occupied orbital energy**: -8.60 eV
**Total energy**: -11853.8969 eV
**Gap between HOMO and LUMO**: 9.30 eV
**Maximum force**: 5.64 eV Å⁻¹